A 3-piece molecular cluster, C6H17NO overall at a distorted geometry. Source: OMol25; level of theory: ωB97M-V/def2-TZVPD.

The geometry in XYZ format:
```
25
C6H17NO (ωB97M-V/def2-TZVPD)
C -0.4708 0.6599 0.4951
C -1.2687 -1.9391 -1.8180
C -1.6728 -0.0318 1.1570
C -0.8974 1.6869 -0.5516
O -0.1822 -1.6011 -1.0068
H -0.3360 -0.5995 -0.3819
H -0.0232 1.2260 1.3175
H -0.9819 -2.7380 -2.5123
H -2.1287 -2.2965 -1.2298
H -2.2385 0.6681 1.7818
H -0.0411 2.2418 -0.9464
H -1.5893 2.4327 -0.1419
H -1.3927 1.1974 -1.3939
H -2.3588 -0.4313 0.4080
H -1.3449 -0.8685 1.7790
C 1.6397 0.1185 0.1846
C 2.3982 1.1703 0.9313
N 1.8784 -1.1709 0.4892
H 2.0121 -1.4079 1.4629
H 1.3063 -1.8220 -0.0742
H 1.5054 0.2753 -0.8786
H -1.6142 -1.0787 -2.4114
H 2.3746 0.9872 2.0065
H 3.4406 1.1637 0.6012
H 1.9860 2.1574 0.7330
```

## Properties
- E (a.u.) = -368.6747
- total charge = 0
- relative energy (zero: lowest compared OMol25 entry of this formula, charge and spin) (eV) = 3.433
- gap between HOMO and LUMO (eV) = 8.6

***

C2H5KO as an isolated structure at a distorted geometry. Source: OMol25; level of theory: ωB97M-V/def2-TZVPD.

The geometry in XYZ format:
```
9
C2H5KO (ωB97M-V/def2-TZVPD)
K -2.1496 0.8263 1.7353
C -0.1911 -0.7146 -0.1244
C 0.6790 0.5177 -0.3302
O 0.3617 1.6342 0.4638
H 0.2701 -1.5810 -0.5986
H -1.2068 -0.6792 -0.5185
H -0.2459 -0.9955 0.9273
H 0.7722 0.7907 -1.3813
H 1.7103 0.2014 -0.1734
```

## Properties
- spin multiplicity = 2
- E (a.u.) = -754.3315
- <S²> = 0.750
- total charge = -1
- gap between HOMO and LUMO (alpha / beta) (eV) = 2.9 / 6.6

***

A 8-piece molecular cluster, C14H44O8 overall at a distorted geometry. Source: OMol25; level of theory: ωB97M-V/def2-TZVPD.

The geometry in XYZ format:
```
66
C14H44O8 (ωB97M-V/def2-TZVPD)
C 18.9981 22.9859 4.5212
C 19.7552 22.7145 5.8258
O 20.1565 21.3071 5.7694
H 19.4971 22.7821 3.5737
H 18.6629 24.0222 4.4802
H 18.0712 22.4129 4.5443
H 19.1573 22.8627 6.7251
H 20.6524 23.3332 5.8417
H 20.5644 21.0203 6.5897
C 16.0915 15.6590 6.7054
C 15.1380 16.3093 5.7474
O 14.6866 17.6042 6.0427
H 16.1197 14.5694 6.7073
H 15.7862 15.9278 7.7166
H 17.0772 16.1186 6.6324
H 14.2172 15.7332 5.6564
H 15.5372 16.3507 4.7339
H 14.3712 18.0244 5.2393
C 15.5814 25.4435 -0.7729
C 14.7986 26.1762 0.2916
O 15.0502 27.6072 0.2713
H 15.2635 25.7648 -1.7648
H 15.4343 24.3735 -0.6257
H 16.6674 25.5347 -0.7585
H 15.1093 25.7542 1.2473
H 13.7465 26.0052 0.0635
H 14.8078 27.9440 1.1369
C 5.5550 26.3710 0.1329
C 6.2363 26.9023 -1.1309
O 5.5371 26.4480 -2.2689
H 4.6494 26.9164 0.3987
H 6.2028 26.6336 0.9693
H 5.3782 25.2974 0.1974
H 7.3084 26.7098 -1.1726
H 5.9985 27.9635 -1.2039
H 5.8188 26.9214 -3.0552
C 5.6415 15.8723 0.3786
C 4.3589 16.7296 0.5371
O 3.7964 16.4567 1.8187
H 6.0447 16.1651 -0.5909
H 5.2656 14.8493 0.3618
H 6.4796 15.9939 1.0648
H 3.5737 16.5877 -0.2055
H 4.5552 17.7970 0.4362
H 3.9907 17.2296 2.3539
C 11.6160 23.3609 -4.7462
C 12.5704 22.3027 -5.2828
O 12.6285 21.1482 -4.4644
H 11.9320 24.3021 -5.1960
H 11.6661 23.4750 -3.6634
H 10.6217 23.0523 -5.0688
H 13.5687 22.7140 -5.4317
H 12.2540 22.0253 -6.2883
H 11.8176 20.6735 -4.6610
C 17.5334 18.6172 -0.6906
O 16.1762 18.8665 -0.4255
H 17.8301 18.7230 -1.7341
H 18.2502 19.2721 -0.1952
H 17.7701 17.5800 -0.4532
H 15.7096 18.8365 -1.2639
C 10.2709 21.1859 1.2972
O 11.5847 21.2458 1.9150
H 9.7804 20.2286 1.4737
H 9.7080 22.0402 1.6733
H 10.3187 21.4113 0.2318
H 12.2163 20.7652 1.3748
```

## Properties
- SMILES string = CCO.CCO.CCO.CCO.CCO.CCO.CO.CO
- E (a.u.) = -1161.5393
- total charge = 0
- relative energy (zero: lowest compared OMol25 entry of this formula, charge and spin) (eV) = 3.881
- gap between HOMO and LUMO (eV) = 10.1